17
Properties=species:S:1:pos:R:3:nbo_charge:R:1 method="wB97M-V/def2-TZVPD" smiles="C=[NH+][O-].CC(C)=N" total_energy_ha=-343.03639 spin_multiplicity=1 gap_ev=9.654 de_lowest_kcal_mol=103.6 e_homo_ev=-9.0 total_charge=0
C -0.029 -2.317 -0.105 -0.22
C 0.051 1.294 -1.452 -0.69
C 1.075 0.497 0.818 -0.70
N -1.103 -1.797 0.402 -0.02
C -0.126 1.242 0.031 0.37
O -1.783 -0.874 -0.117 -0.51
N -0.928 2.028 0.588 -0.65
H -1.267 -1.959 1.410 0.36
H -1.021 1.927 1.597 0.33
H 0.576 -2.971 0.507 0.20
H 0.181 -2.176 -1.152 0.21
H -0.210 2.281 -1.830 0.24
H -0.640 0.577 -1.902 0.25
H 1.055 1.023 -1.780 0.20
H 1.543 -0.335 0.296 0.21
H 1.862 1.254 0.844 0.23
H 0.765 0.306 1.846 0.21



12
Properties=species:S:1:pos:R:3:nbo_charge:R:1 method="wB97M-V/def2-TZVPD" smiles="CC1=CC1.I" total_energy_ha=-454.18069 spin_multiplicity=1 gap_ev=9.756 de_lowest_kcal_mol=46.6 e_homo_ev=-9.2 total_charge=0
C -0.727 0.016 -1.604 -0.44
C 0.540 -0.225 -0.798 -0.23
C -0.465 0.151 -0.140 0.04
C -0.858 0.830 1.067 -0.66
I 2.793 2.472 -0.807 -0.11
H -0.692 0.984 -2.053 0.17
H -1.511 -0.718 -1.821 0.20
H 1.303 1.891 -1.145 0.10
H 1.503 -0.706 -0.756 0.23
H -0.553 0.285 1.998 0.24
H -1.908 1.120 1.121 0.23
H -0.209 1.734 1.125 0.24



11
Properties=species:S:1:pos:R:3:nbo_charge:R:1 method="wB97M-V/def2-TZVPD" total_energy_ha=-231.08560 spin_multiplicity=1 gap_ev=9.518 de_lowest_kcal_mol=86.7 e_homo_ev=-8.8 total_charge=0
C -0.399 -0.936 -0.235 -0.51
C 0.831 -0.302 0.420 -0.47
C 0.425 1.148 0.194 0.34
O 0.013 1.457 -0.963 -0.55
C -1.256 0.288 -0.024 -0.06
H -0.769 -1.800 0.331 0.23
H -0.256 -1.218 -1.286 0.21
H 0.855 -0.493 1.496 0.22
H 1.790 -0.561 -0.038 0.22
H 0.802 1.932 0.888 0.17
H -2.036 0.487 -0.784 0.19



58
Properties=species:S:1:pos:R:3:lowdin_spin:R:1 method="wB97M-V/def2-TZVPD" total_energy_ha=-3321.71214 spin_multiplicity=5 s2=6.0120 gap_ev="7.566 / 8.279" de_lowest_kcal_mol=8.5 e_homo_ev="-7.4 / -8.2" total_charge=0
Fe 0.041 0.451 0.210 3.71
N 1.205 -1.069 -1.356 0.02
C 2.639 -0.892 -1.035 0.00
C 2.798 0.293 -0.051 0.01
O 3.682 1.123 -0.275 0.01
O 1.962 0.288 0.909 0.06
H 0.836 -1.868 -0.857 0.00
H 1.077 -1.257 -2.342 0.00
H 3.213 -0.682 -1.933 0.00
H 3.060 -1.785 -0.565 0.00
C 1.936 -6.706 0.282 0.00
C 1.995 -5.553 1.297 0.00
C 3.115 -4.602 0.870 0.00
C 2.348 -6.116 2.683 0.00
C 0.636 -4.862 1.353 0.00
C -0.502 -5.605 1.708 0.00
C -1.753 -5.028 1.798 0.00
C -1.878 -3.678 1.502 0.00
S -3.289 -2.671 1.547 0.00
C -2.313 -1.312 1.028 0.00
N -1.056 -1.593 0.836 0.04
C -0.770 -2.913 1.121 0.00
C 0.489 -3.514 1.073 0.00
C -2.863 0.023 0.873 0.01
C -4.251 0.224 0.874 0.00
C -4.762 1.500 0.781 0.01
C -3.887 2.578 0.684 0.00
C -2.516 2.364 0.652 0.01
C -1.954 1.091 0.753 0.03
H 2.909 -7.197 0.217 0.00
H 1.676 -6.331 -0.710 0.00
H 1.202 -7.459 0.569 0.00
H 4.058 -5.150 0.854 0.00
H 3.225 -3.770 1.569 0.00
H 2.942 -4.206 -0.133 0.00
H 3.281 -6.681 2.627 0.00
H 1.573 -6.785 3.057 0.00
H 2.481 -5.306 3.403 0.00
H -0.411 -6.658 1.939 0.00
H -2.613 -5.609 2.105 0.00
H 1.351 -2.892 0.864 0.00
H -4.921 -0.627 0.942 0.00
H -5.832 1.661 0.787 0.00
H -4.279 3.586 0.622 0.00
H -1.870 3.230 0.557 0.00
C -1.236 1.620 -3.714 0.00
N 0.207 1.561 -3.638 0.01
C 1.076 1.074 -4.598 0.00
C 2.321 1.162 -4.089 0.00
N 2.208 1.706 -2.829 0.01
C 0.910 1.934 -2.538 0.01
S 0.245 2.583 -1.129 0.03
H -1.563 1.149 -4.638 0.00
H -1.573 2.655 -3.690 0.00
H -1.675 1.107 -2.859 0.00
H 0.733 0.725 -5.556 0.00
H 3.266 0.886 -4.523 0.00
H 2.928 1.714 -2.095 0.00



35
Properties=species:S:1:pos:R:3:lowdin_spin:R:1 method="wB97M-V/def2-TZVPD" total_energy_ha=-1899.42216 spin_multiplicity=8 s2=15.9286 gap_ev="2.743 / 5.193" de_lowest_kcal_mol=79.7 e_homo_ev="0.1 / -2.7" total_charge=-1
C 0.851 0.238 -2.986 -0.01
C 0.192 0.219 -4.291 -0.02
C -0.666 -0.915 -4.293 0.00
C -0.245 -1.927 -3.261 0.00
C 0.557 -1.186 -2.288 0.00
Eu -1.740 0.050 -2.526 5.98
P -0.086 2.214 -1.447 0.04
H 1.816 0.911 -2.884 0.00
H 0.274 0.845 -5.144 0.00
H -1.422 -1.251 -5.093 0.01
H 1.278 -1.638 -1.526 0.01
H -0.400 -2.938 -3.230 0.00
H -0.978 3.028 -0.554 0.00
H 0.339 3.395 -2.237 0.01
H 1.110 2.196 -0.578 0.01
C -0.852 -2.512 1.499 0.03
P -0.464 -1.090 0.602 0.06
C -2.132 -0.243 0.481 0.03
C 0.394 -0.011 1.883 0.13
C -0.141 1.190 2.312 0.03
C 0.520 1.963 3.296 0.18
C 1.744 1.453 3.794 0.14
C 2.235 0.265 3.406 0.06
C 1.612 -0.513 2.465 0.21
H -1.451 -3.159 0.848 0.01
H -1.406 -2.128 2.355 0.00
H 0.093 -3.000 1.758 0.00
H -2.429 -0.300 1.556 0.00
H -2.126 0.842 0.165 0.01
H -2.825 -0.869 -0.138 0.03
H -1.122 1.535 1.954 0.00
H 0.079 2.877 3.605 0.02
H 2.270 2.099 4.456 0.01
H 3.182 -0.131 3.840 0.00
H 1.938 -1.510 2.196 0.03



60
Properties=species:S:1:pos:R:3:nbo_charge:R:1 method="wB97M-V/def2-TZVPD" smiles="CC[C@@H](Br)[C@H]1C[C@@H](CCCCCCCCOC)C[N@@+](Cl)(CC(=O)Cl)C1" total_energy_ha=-4444.13168 spin_multiplicity=1 gap_ev=7.827 e_homo_ev=-12.1 total_charge=+1
C 4.187 -1.138 2.139 -0.62
C 3.532 0.297 1.735 -0.45
C 1.937 0.303 1.866 -0.21
Br 1.548 0.104 3.840 -0.01
C 1.245 1.694 1.397 -0.27
C 1.813 2.278 0.011 -0.43
C 0.713 2.735 -1.076 -0.25
C 1.237 2.249 -2.528 -0.40
C 0.743 0.783 -2.947 -0.44
C 1.083 -0.376 -1.893 -0.42
C 1.013 -1.866 -2.560 -0.41
C 0.951 -2.898 -1.296 -0.40
C -0.524 -3.539 -1.238 -0.41
C -1.529 -2.611 -0.360 -0.44
C -2.616 -3.529 0.388 -0.07
O -3.350 -2.711 1.365 -0.55
C -4.161 -1.728 0.668 -0.26
C -0.796 2.318 -0.754 -0.24
N -1.144 2.529 0.724 -0.24
Cl -0.775 4.172 1.227 0.25
C -2.632 2.362 0.825 -0.32
C -3.219 2.417 2.314 0.49
O -3.273 1.320 2.936 -0.46
Cl -3.839 3.894 3.167 0.03
C -0.344 1.498 1.474 -0.27
H 5.330 -1.119 2.090 0.24
H 3.820 -1.528 3.145 0.23
H 3.837 -1.894 1.340 0.20
H 3.934 0.534 0.694 0.22
H 3.921 1.116 2.452 0.23
H 1.419 -0.587 1.340 0.23
H 1.522 2.457 2.223 0.25
H 2.426 3.225 0.269 0.25
H 2.551 1.585 -0.531 0.24
H 0.733 3.892 -1.117 0.24
H 0.772 2.982 -3.296 0.22
H 2.378 2.391 -2.651 0.24
H 1.310 0.510 -3.920 0.24
H -0.378 0.726 -3.223 0.21
H 0.352 -0.414 -0.992 0.17
H 2.131 -0.308 -1.430 0.21
H 0.142 -1.986 -3.284 0.21
H 2.045 -2.052 -3.045 0.22
H 1.796 -3.685 -1.350 0.23
H 1.166 -2.292 -0.339 0.18
H -0.428 -4.565 -0.741 0.22
H -0.927 -3.595 -2.315 0.21
H -2.065 -1.905 -1.101 0.20
H -0.993 -1.991 0.438 0.20
H -3.405 -3.968 -0.315 0.18
H -2.155 -4.407 0.964 0.21
H -3.526 -0.831 0.291 0.13
H -4.676 -2.201 -0.254 0.18
H -4.945 -1.264 1.378 0.21
H -1.491 3.030 -1.330 0.25
H -1.058 1.230 -0.974 0.26
H -3.223 3.108 0.171 0.28
H -2.873 1.308 0.410 0.28
H -0.653 1.461 2.572 0.29
H -0.589 0.480 1.012 0.25



14
Properties=species:S:1:pos:R:3:nbo_charge:R:1 method="wB97M-V/def2-TZVPD" total_energy_ha=-572.49961 spin_multiplicity=1 gap_ev=8.668 de_lowest_kcal_mol=88.2 e_homo_ev=-7.9 total_charge=0
C -1.606 -1.274 0.357 -0.63
C 1.027 2.158 -0.209 -0.76
C -0.685 -0.443 -0.481 -0.55
N 1.737 -0.971 -0.094 -1.12
S 0.740 -0.013 0.596 0.97
H -2.461 -1.641 -0.128 0.22
H -0.950 -2.057 0.708 0.21
H -2.003 -0.954 1.344 0.21
H 0.592 2.726 0.776 0.20
H 0.464 2.398 -1.122 0.21
H 2.124 2.195 -0.081 0.21
H -1.104 0.394 -0.930 0.21
H -0.404 -1.249 -1.180 0.26
H 2.528 -1.268 0.443 0.36



74
Properties=species:S:1:pos:R:3:lowdin_spin:R:1 method="wB97M-V/def2-TZVPD" total_energy_ha=-5210.67633 spin_multiplicity=4 s2=3.7677 gap_ev="6.466 / 5.874" de_lowest_kcal_mol=41.8 e_homo_ev="-6.7 / -8.2" total_charge=0
Ti 0.101 0.302 -0.053 1.28
O -3.736 0.100 -2.143 0.00
C -3.721 -1.225 -2.409 0.01
C -4.742 -1.747 -3.196 0.00
C -4.774 -3.098 -3.488 0.01
C -3.782 -3.946 -3.006 0.00
C -2.751 -3.435 -2.248 0.01
C -2.693 -2.070 -1.936 0.00
C -1.554 -1.527 -1.223 0.06
O -1.569 -0.300 -0.735 0.08
N -0.444 -2.248 -1.127 0.01
N 0.532 -1.506 -0.588 0.13
C 1.820 -1.822 -0.656 0.24
C 2.706 -0.795 -0.261 0.10
C 4.105 -0.900 -0.307 0.04
C 4.882 0.207 -0.023 0.07
C 4.241 1.408 0.296 0.07
C 2.862 1.447 0.359 0.05
N 2.075 0.382 0.113 0.10
H -2.958 0.290 -1.577 0.00
H -5.503 -1.071 -3.560 0.00
H -5.569 -3.488 -4.107 0.00
H -3.819 -5.004 -3.223 0.00
H -1.946 -4.062 -1.897 0.00
H 2.160 -2.757 -1.087 0.01
H 4.553 -1.839 -0.595 0.00
H 5.958 0.153 -0.077 0.00
H 4.815 2.300 0.490 0.00
H 2.357 2.375 0.608 0.00
C -3.860 0.229 3.966 0.02
Si -3.286 0.307 2.132 0.05
C -3.187 2.113 1.505 0.00
C -4.630 -0.654 1.158 0.00
Ge -0.968 -0.557 2.074 0.41
Si 0.567 0.790 3.500 0.11
C 2.363 0.110 3.424 0.00
C 0.527 2.621 2.944 0.00
C 0.034 0.711 5.342 0.05
Si -0.715 -2.936 2.612 0.04
C -1.809 -4.023 1.488 0.00
C -1.257 -3.216 4.434 0.02
C 1.148 -3.358 2.447 0.00
H -4.873 0.599 4.067 0.00
H -3.226 0.815 4.621 0.00
H -3.847 -0.794 4.326 0.00
H -4.140 2.632 1.563 0.00
H -2.871 2.120 0.462 0.00
H -2.459 2.689 2.075 0.00
H -5.574 -0.114 1.186 0.00
H -4.803 -1.638 1.583 0.00
H -4.369 -0.787 0.115 0.00
H 2.554 -0.392 2.478 0.00
H 2.549 -0.605 4.221 0.00
H 3.095 0.908 3.526 0.00
H 0.305 2.682 1.877 0.00
H 1.475 3.124 3.117 0.00
H -0.236 3.186 3.474 0.00
H 0.026 -0.309 5.710 0.00
H -0.959 1.119 5.494 0.00
H 0.720 1.278 5.962 0.01
H -2.827 -3.645 1.457 0.00
H -1.853 -5.054 1.825 0.00
H -1.433 -4.018 0.470 0.00
H -2.291 -2.923 4.581 0.00
H -0.650 -2.638 5.123 0.00
H -1.168 -4.261 4.711 0.00
H 1.585 -2.793 1.625 0.00
H 1.320 -4.410 2.247 0.00
H 1.692 -3.103 3.351 0.00
N -2.328 6.008 -1.962 0.00
C -1.590 5.215 -1.572 0.00
N -0.706 4.398 -1.122 0.00
C -0.563 3.231 -0.760 0.00
N -0.221 2.196 -0.297 0.00



132
Properties=species:S:1:pos:R:3:mulliken_charge:R:1 method="wB97M-V/def2-TZVPD" total_energy_ha=-5845.95778 spin_multiplicity=1 gap_ev=6.102 e_homo_ev=-8.0 total_charge=0
C 2.531 -1.418 3.266 -1.14
C 2.420 -0.919 1.725 0.39
O 1.729 -1.975 1.010 -0.51
C 1.412 0.369 1.751 -0.89
N 0.045 -0.156 1.468 0.19
C -1.041 0.748 1.948 -0.76
C -1.959 0.082 3.119 -0.40
O -3.033 -0.739 2.631 -0.22
C -2.640 -2.045 2.158 0.08
C -1.427 -2.827 2.827 -1.02
N -1.370 -4.292 2.550 -0.30
O -2.446 -1.782 0.711 -0.18
C -3.601 -1.032 0.322 0.52
O -3.600 -0.061 -0.473 -0.60
C -4.848 -1.729 1.059 -0.11
Cl -6.104 -0.586 1.734 -0.14
I -5.990 -2.690 -0.602 0.16
C -4.102 -2.775 2.085 1.05
C -4.818 -2.961 3.538 -1.39
C -6.327 -3.498 3.448 0.74
C -7.330 -2.645 4.404 -1.21
F -6.470 -4.877 3.902 -0.32
P -4.321 -4.418 1.193 0.31
O -4.049 -5.640 2.420 -0.54
Cl -2.849 -4.822 -0.262 -0.28
H 3.012 -0.630 3.956 0.33
H 1.447 -1.549 3.630 0.18
H 3.025 -2.449 3.363 0.34
H 3.445 -0.661 1.279 0.36
H 2.376 -2.637 0.676 0.31
H 1.445 0.912 2.769 0.36
H 1.753 1.104 0.944 0.16
H -0.087 -0.214 0.443 0.23
H -1.751 0.957 1.069 0.25
H -0.634 1.766 2.324 0.35
H -1.325 -0.372 3.964 0.18
H -2.470 1.001 3.612 0.39
H -1.557 -2.714 3.974 0.40
H -0.390 -2.393 2.597 -0.18
H -0.478 -4.483 2.058 0.28
H -1.262 -4.758 3.465 0.26
H -4.195 -3.716 4.134 0.44
H -4.734 -1.959 4.102 0.45
H -6.763 -3.387 2.382 0.08
H -8.244 -3.314 4.621 0.37
H -7.728 -1.704 3.898 0.23
H -6.840 -2.388 5.408 0.30
H -3.475 -6.352 2.034 0.28
C -7.274 -11.085 1.662 -0.95
C -7.121 -10.184 0.690 0.37
C -6.532 -8.841 0.962 0.92
O -6.389 -8.048 0.047 -0.64
C -6.148 -8.525 2.341 -0.69
C -6.304 -9.425 3.314 0.19
C -6.867 -10.777 3.038 0.85
O -6.979 -11.582 3.948 -0.62
O -5.954 -9.144 4.600 -0.56
O -7.496 -10.454 -0.591 -0.58
H -7.697 -12.064 1.478 0.41
H -5.738 -7.540 2.525 0.61
H -6.163 -9.953 5.108 0.35
H -7.282 -9.647 -1.100 0.35
C 5.456 2.301 1.681 -1.00
C 6.710 2.340 1.227 0.45
C 7.093 3.206 0.075 0.63
O 8.252 3.232 -0.300 -0.66
C 6.041 3.998 -0.568 -0.50
C 4.785 3.955 -0.116 0.25
C 4.409 3.111 1.052 1.01
O 3.255 3.111 1.449 -0.69
O 3.798 4.683 -0.704 -0.57
O 7.693 1.592 1.799 -0.60
H 5.165 1.678 2.517 0.56
H 6.328 4.609 -1.414 0.47
H 2.989 4.481 -0.195 0.31
H 8.503 1.798 1.293 0.35
C 8.203 0.756 -3.391 -1.08
C 8.564 0.533 -4.657 0.50
C 7.602 0.712 -5.782 0.90
O 7.971 0.518 -6.927 -0.60
C 6.230 1.115 -5.456 -0.84
C 5.869 1.334 -4.190 0.30
C 6.838 1.181 -3.069 0.90
O 6.478 1.408 -1.925 -0.41
O 4.597 1.706 -3.872 -0.58
O 9.827 0.135 -4.972 -0.57
H 8.892 0.632 -2.566 0.44
H 5.537 1.224 -6.279 0.44
H 4.590 1.803 -2.900 0.28
H 9.835 0.044 -5.945 0.35
C -0.614 -4.186 -5.178 -1.05
C 0.117 -4.949 -5.994 0.43
C 0.644 -6.273 -5.556 1.00
O 1.292 -6.951 -6.335 -0.61
C 0.358 -6.707 -4.185 -0.90
C -0.371 -5.944 -3.367 0.30
C -0.920 -4.632 -3.814 0.97
O -1.596 -3.969 -3.048 -0.38
O -0.640 -6.335 -2.090 -0.46
O 0.412 -4.547 -7.262 -0.57
H -1.003 -3.225 -5.484 0.43
H 0.761 -7.662 -3.874 0.45
H -1.183 -5.617 -1.703 0.23
H 0.947 -5.270 -7.645 0.35
C 3.528 7.930 1.668 -0.74
C 3.610 7.777 0.344 -0.05
C 3.206 8.867 -0.590 1.11
O 3.312 8.699 -1.795 -0.75
C 2.686 10.110 -0.013 -0.88
C 2.600 10.261 1.311 0.35
C 3.030 9.182 2.246 0.71
O 2.955 9.363 3.449 -0.60
O 2.117 11.409 1.861 -0.57
O 4.068 6.616 -0.208 -0.20
H 3.819 7.148 2.357 0.51
H 2.379 10.886 -0.702 0.47
H 2.159 11.271 2.828 0.36
H 4.032 6.757 -1.174 0.32
C -1.407 7.355 -2.385 -0.78
C -0.381 8.209 -2.360 0.32
C -0.596 9.683 -2.429 0.94
O 0.363 10.436 -2.384 -0.60
C -1.973 10.172 -2.555 -0.99
C -2.998 9.317 -2.584 0.34
C -2.785 7.845 -2.487 0.91
O -3.746 7.096 -2.498 -0.60
O -4.281 9.757 -2.702 -0.57
O 0.905 7.768 -2.268 -0.47
H -1.265 6.283 -2.333 0.45
H -2.114 11.242 -2.622 0.42
H -4.833 8.950 -2.698 0.35
H 1.460 8.578 -2.267 0.25